1.
43
Properties=species:S:1:pos:R:3:lowdin_charge:R:1 method="wB97M-V/def2-TZVPD" e_tot_ev=-28571.197 lumo_ev=-1.73 homo_ev=-6.8 total_charge=0
C 0.6296 -0.2023 2.1403 -0.0604
N 1.5786 0.7836 2.2742 -0.4124
O 2.7749 0.4692 2.5902 -0.0393
O 1.2750 1.9923 2.0271 -0.0817
C -0.7641 0.0634 2.3019 -0.2079
C -1.3097 1.3673 2.1925 -0.0318
C -2.6813 1.5725 2.2429 -0.0398
C -3.5568 0.4997 2.4489 -0.2684
C -4.9749 0.7169 2.4810 -0.2023
N -6.1330 0.8916 2.4975 0.1258
C -3.0347 -0.7934 2.6252 -0.0499
C -1.6677 -1.0098 2.5608 -0.0378
H 0.9943 -1.2226 2.2656 0.1218
H -0.6266 2.1999 2.0648 0.0873
H -3.0750 2.5827 2.1202 0.1172
H -3.7198 -1.6239 2.8100 0.1157
H -1.2430 -2.0063 2.7108 0.1091
C -3.2535 -0.2549 -2.6227 -0.0208
N -1.8383 -0.5864 -2.5046 -0.1895
C -1.3108 -1.6203 -3.3854 -0.0303
C -1.0689 0.0117 -1.6041 -0.0300
C 0.2862 -0.3086 -1.3962 -0.0614
C 1.1314 0.5059 -0.6677 0.0067
C 2.5597 0.3163 -0.6157 -0.2253
C 3.4425 1.4141 -0.4346 -0.0141
C 4.8178 1.2272 -0.3935 -0.0617
C 5.3615 -0.0643 -0.5065 -0.0576
C 4.5050 -1.1609 -0.6932 -0.0680
C 3.1253 -0.9716 -0.7718 -0.0208
H -3.6495 -0.7732 -3.5000 0.0864
H -3.8113 -0.5709 -1.7281 0.1055
H -3.3854 0.8298 -2.7376 0.1025
H -2.1063 -1.8845 -4.0873 0.0877
H -0.4349 -1.2571 -3.9417 0.1057
H -1.0127 -2.5133 -2.8172 0.1057
H -1.5318 0.8284 -1.0284 0.1536
H 0.6819 -1.2078 -1.8769 0.0970
H 0.7352 1.4651 -0.3305 0.1261
H 3.0079 2.4100 -0.3228 0.1222
H 5.4752 2.0897 -0.2561 0.1112
H 6.4411 -0.2123 -0.4445 0.1072
H 4.9138 -2.1711 -0.7730 0.1062
H 2.4534 -1.8217 -0.9138 0.1106

2.
48
Properties=species:S:1:pos:R:3:mulliken_spin:R:1 method="wB97M-V/def2-TZVPD" e_tot_ev=-46898.899 lumo_ev="-3.38 / -3.75" homo_ev="-10.8 / -10.8" total_charge=+1 multiplicity=2
Os 0.2023 -0.3714 0.4362 0.9906
O 1.8860 -1.4285 -0.2775 0.0105
N 2.7903 -1.8231 0.6139 0.0153
C 3.7482 -2.6818 0.1901 -0.0052
C 4.7258 -3.0968 1.0464 0.0029
C 4.7220 -2.6253 2.3642 -0.0035
C 3.7354 -1.7649 2.7727 0.0023
C 2.7432 -1.3553 1.8742 -0.0107
S 1.4760 -0.2579 2.3239 0.0312
H 3.6526 -2.9751 -0.8434 0.0004
H 5.4794 -3.7837 0.6924 0.0003
H 5.4852 -2.9429 3.0602 -0.0001
H 3.6903 -1.3879 3.7843 0.0010
C -1.1737 -5.7536 -0.1845 0.0002
C -0.3512 -4.8436 -0.8267 -0.0017
C -0.3352 -3.5095 -0.4448 0.0123
C -1.1562 -3.0811 0.5908 -0.0079
C -1.9785 -3.9916 1.2497 0.0042
C -1.9819 -5.3183 0.8568 -0.0010
N -1.1658 -1.6972 1.0026 -0.0299
N -2.0329 -1.4386 1.8993 -0.0330
C -2.0311 -0.1343 2.2412 0.0270
C -2.9815 0.3687 3.1493 -0.0271
C -2.9800 1.7150 3.4088 0.0358
C -2.0392 2.5462 2.7824 -0.0143
C -1.0971 2.0413 1.9105 -0.0280
C -1.0704 0.6731 1.6025 0.0102
H -1.1836 -6.7926 -0.4836 -0.0001
H 0.2932 -5.1716 -1.6327 0.0000
H 0.3298 -2.8315 -0.9445 -0.0038
H -2.6100 -3.6685 2.0631 -0.0008
H -2.6231 -6.0169 1.3769 -0.0001
H -3.6916 -0.3012 3.6136 -0.0008
H -3.6968 2.1439 4.0955 0.0021
H -2.0482 3.6065 3.0019 -0.0003
H -0.3636 2.7118 1.4750 0.0005
C -0.9475 -2.2005 -3.6576 -0.0005
O -1.5690 -0.9228 -3.3875 0.0007
C -1.1435 -0.2471 -2.3468 0.0041
O -0.2157 -0.6472 -1.6178 -0.0021
N -1.7773 0.9217 -2.2005 -0.0040
N -1.3311 1.8134 -1.2360 0.0242
H -1.3079 -2.4813 -4.6410 0.0000
H -1.2625 -2.9271 -2.9129 0.0001
H 0.1344 -2.0927 -3.6583 0.0007
H -2.5617 1.1258 -2.8033 0.0016
H -2.0483 2.0266 -0.5547 -0.0015
H -0.9829 2.6579 -1.6742 -0.0015

3.
43
Properties=species:S:1:pos:R:3:lowdin_charge:R:1 method="wB97M-V/def2-TZVPD" e_tot_ev=-29679.489 lumo_ev=0.05 homo_ev=-8.7 total_charge=0
C 4.5460 1.1055 1.9436 0.0277
C 3.6911 1.1107 0.5942 -0.5092
O 3.6297 1.9690 -0.2616 0.0289
N 3.1655 -0.0503 0.3432 0.0939
C 2.3471 -0.1756 -0.7675 -0.2172
C 1.2038 -0.8593 -0.4342 -0.0230
C 0.4171 -1.2293 -1.3767 -0.0107
C 0.6642 -1.0002 -2.9711 0.1242
C 1.9747 -0.5537 -3.2212 -0.0049
C 2.8082 -0.2367 -2.0602 -0.1887
C 4.2640 0.0050 -2.5378 -0.0252
H 4.5223 -0.0338 -3.6191 0.0644
H 4.3012 1.4456 -2.1845 0.2098
H 4.9289 -0.4389 -1.7936 0.0534
H 2.2606 -0.3971 -4.2285 0.0932
H 0.1145 -1.3549 -3.5757 -0.0205
C -1.0991 -1.6351 -1.1416 -0.5121
O -1.8848 -1.8699 -2.0586 0.0720
O -1.4449 -2.0423 -0.0647 0.0320
C -2.5662 -2.4649 0.4579 -0.1266
H -3.2803 -2.2410 -0.5340 0.2167
C -2.9865 -1.6004 1.5377 -0.2972
O -3.7626 -2.0123 2.4146 0.0933
C -2.6543 -0.1576 1.4834 -0.1665
C -2.6221 0.7146 2.3030 -0.1366
C -2.2153 2.0008 2.5383 -0.0217
C -1.9589 2.8131 1.4265 -0.1098
C -2.3091 1.8508 0.0340 0.0395
C -2.5144 0.6035 0.2601 -0.1042
H -2.8652 0.1121 -0.6536 0.1213
H -2.1862 2.4020 -0.9107 0.1097
C -1.5280 4.1929 1.1560 -0.0517
H -1.5642 4.5105 2.2255 0.0971
H -2.1303 4.7793 0.6267 0.0331
H -0.4649 4.1932 0.8831 0.1020
H -1.9975 2.3719 3.3682 0.0319
H -2.7288 0.2915 3.4092 0.1764
H -2.5260 -3.5675 0.9619 0.2101
H 0.8108 -1.0606 0.4942 0.1178
H 3.2344 -0.8401 1.0814 0.2110
H 5.2320 0.2727 2.1439 0.0810
H 5.3249 1.8967 2.0126 0.0945
H 3.9618 1.1501 2.7029 -0.0092

4.
60
Properties=species:S:1:pos:R:3:lowdin_charge:R:1 method="wB97M-V/def2-TZVPD" e_tot_ev=-212246.451 lumo_ev=2.21 homo_ev=-5.7 total_charge=-1
Na 0.6794 0.6039 -1.3092 0.0149
F 5.0451 1.5285 1.2764 0.1380
C 4.0849 2.3834 0.9154 -0.6277
F 4.6194 3.6108 0.9270 0.1252
F 3.1576 2.3518 1.8786 0.1140
S 3.2859 1.9606 -0.7539 0.6147
O 2.2963 1.0006 -0.3608 -0.3894
O 4.3490 1.6206 -1.6231 -0.2238
N 2.6035 3.3310 -1.1310 -0.2654
S 1.0765 3.3789 -0.7858 0.5839
O 0.2582 2.5046 -1.5771 -0.3439
O 0.7627 3.5047 0.5995 -0.3141
C 0.7105 5.0800 -1.5013 -0.6526
F 1.5875 5.9975 -1.0925 0.1313
F 0.7509 5.0459 -2.8326 0.1324
F -0.5058 5.5218 -1.1569 0.1272
C -4.2939 0.7503 -1.7652 -0.3220
As -2.4365 0.8596 -0.9468 1.2143
C -2.7391 2.6325 -0.1357 -0.3132
C -2.8077 -0.1557 0.6984 -0.4117
C -3.9778 -0.8813 0.9044 -0.1182
C -4.2103 -1.5599 2.0908 -0.1051
C -3.2647 -1.5244 3.0993 -0.1038
C -2.0830 -0.8323 2.8909 -0.1182
C -1.8312 -0.1542 1.7036 -0.3829
As -0.1285 0.7920 1.3096 1.2371
C -0.0662 1.7705 3.0408 -0.2681
C 1.0704 -0.6606 1.8312 -0.2553
H -5.1025 1.0332 -1.0915 0.0131
H -4.4560 -0.2652 -2.1350 0.0083
H -4.3013 1.4208 -2.6296 0.0075
H -3.6289 2.6498 0.4977 0.0280
H -2.8450 3.3737 -0.9284 0.0210
H -1.8588 2.8910 0.4527 -0.0173
H -4.7308 -0.9266 0.1275 0.0776
H -5.1329 -2.1103 2.2308 0.0949
H -3.4438 -2.0388 4.0365 0.0954
H -1.3388 -0.8221 3.6825 0.0868
H -0.0925 1.1090 3.9110 0.0168
H -0.9070 2.4673 3.0889 0.0263
H 0.8529 2.3537 3.0525 0.0031
H 0.8601 -1.0689 2.8242 0.0273
H 2.0882 -0.2770 1.8037 0.0199
H 0.9917 -1.4460 1.0814 0.0223
O 3.9027 -1.6778 -1.1165 -0.2980
S 3.0409 -1.9615 -2.2323 0.6483
O 3.6471 -1.9625 -3.5365 -0.3073
N 1.6848 -1.0697 -2.1920 -0.0542
C 0.6963 -1.7355 -1.6417 -0.5554
O -0.3735 -1.2232 -1.2776 -0.0862
C 0.9463 -3.2003 -1.5034 -0.1370
C 0.0296 -4.1574 -1.1016 -0.0004
C 0.4401 -5.4821 -1.0955 -0.0818
C 1.7277 -5.8277 -1.4811 -0.0842
C 2.6429 -4.8569 -1.8754 -0.0410
C 2.2313 -3.5437 -1.8792 -0.1811
H -0.9661 -3.8527 -0.8100 0.1195
H -0.2515 -6.2579 -0.7970 0.0979
H 2.0128 -6.8704 -1.4774 0.0978
H 3.6413 -5.1227 -2.1830 0.1140

5.
61
Properties=species:S:1:pos:R:3:lowdin_charge:R:1 method="wB97M-V/def2-TZVPD" e_tot_ev=-174896.346 lumo_ev=3.45 homo_ev=-2.9 total_charge=-2
Rb -0.6646 -0.1359 -1.7501 0.7584
C 0.4306 -3.2489 0.4361 -0.0805
O 1.1899 -2.0460 0.3601 -0.2067
C 1.4549 -1.5115 1.6387 -0.2069
C 0.4643 -0.4229 1.9916 -0.1701
O 0.5807 0.7077 1.1407 -0.1727
C 1.7778 1.4390 1.3149 -0.1797
C 2.6019 1.4512 0.0512 -0.2052
O 1.8983 2.1878 -0.9151 -0.2231
C 2.5946 2.2695 -2.1445 -0.1040
H -0.4197 -3.1505 1.1145 0.0809
H 0.0241 -3.4400 -0.5507 0.0566
H 1.0703 -4.0758 0.7674 0.0929
H 1.4088 -2.2998 2.4011 0.1269
H 2.4812 -1.1270 1.6370 0.1172
H -0.5587 -0.7858 1.8728 0.1034
H 0.5932 -0.1078 3.0391 0.1286
H 1.5190 2.4732 1.5814 0.1169
H 2.3724 1.0307 2.1394 0.1269
H 3.5771 1.9240 0.2565 0.1298
H 2.7888 0.4248 -0.2991 0.1330
H 3.5594 2.7760 -2.0073 0.0903
H 2.7792 1.2731 -2.5629 0.0773
H 1.9799 2.8360 -2.8349 0.0451
O -3.9901 -3.7303 3.3108 0.0549
C -3.1693 -3.6322 2.2003 -0.4811
O -2.6191 -4.6295 1.8064 0.0876
C -3.0611 -2.2812 1.6672 -0.1475
C -3.0980 -1.0820 2.4011 -0.1761
N -2.8708 -0.0427 1.6035 -0.0621
N -2.6918 -0.5116 0.3417 -0.0374
C -2.8100 -1.8428 0.3540 -0.2170
C -2.7853 -2.6573 -0.9343 -0.6421
O -3.7229 -3.4350 -1.1147 0.0138
O -1.7939 -2.4422 -1.7071 -0.2896
H -4.4427 -2.8802 3.3875 0.0798
H -3.2087 -0.9394 3.4688 0.0943
H -2.0145 1.9068 1.6281 0.0788
N -0.0378 -3.8454 -3.3333 0.1162
N 0.8278 -2.7757 -3.5104 -0.3039
N 0.6297 -1.8748 -4.4399 0.1285
C 1.6554 -1.0581 -4.2303 -0.2579
N 2.4425 -1.4807 -3.2298 0.0111
N 1.8940 -2.5868 -2.7778 0.0505
H -0.8821 -3.4516 -2.8462 0.0597
H 0.4425 -4.4471 -2.6692 0.0804
H 1.8034 -0.1437 -4.7816 0.0360
Cl -1.4301 2.8149 -0.9843 0.7077
C -0.9416 3.4435 0.5362 -0.6562
C -1.3691 2.7932 1.6848 -0.1198
C -0.9304 3.2565 2.9089 -0.6741
Cl -1.4396 2.4153 4.3319 0.6817
C -0.0789 4.3552 3.0065 -0.7158
Cl 0.4653 4.9064 4.5507 0.6482
C 0.3388 4.9944 1.8464 -0.7105
Cl 1.4171 6.3411 1.9444 0.6561
C -0.0889 4.5424 0.5977 -0.7073
Cl 0.4602 5.2993 -0.8393 0.7177
Se 1.7208 2.5381 -5.9482 0.2994
C 0.3610 2.0187 -4.8179 -0.9895
N -0.4853 1.7032 -4.0905 -0.0500

So what do the calculations give for relative energy (zero: lowest compared OMol25 entry of this formula, charge and spin)? Going down the list: 730.4 28.1 1305.7 166.3 7.4 kJ/mol.